(1)
This record from OMol25 describes a structure of composition C21H53BIN2NbOP. The level of theory is ωB97M-V/def2-TZVPD.

Structure (XYZ):
```
81
Properties=species:S:1:pos:R:3:lowdin_charge:R:1
C 3.313 -0.755 6.513 -0.0761
C 3.618 0.354 5.776 -0.3588
C 2.772 1.536 5.648 -0.3663
Nb 1.560 1.376 3.710 1.1467
C 0.666 3.498 3.822 -0.4665
C -0.391 3.530 4.933 -0.8931
C -0.386 4.828 5.768 -0.1845
I -2.349 3.208 4.078 0.6972
B 2.138 -0.832 2.975 -0.6561
C 0.993 -1.900 2.716 -0.1105
O 3.454 -1.259 2.748 -0.0247
P 3.379 2.177 2.144 0.6642
C 3.862 3.947 2.356 -0.3984
C 3.046 2.025 0.343 -0.4038
H 3.393 -1.761 6.114 0.0267
H 2.964 -0.638 7.536 0.0249
H 4.575 0.411 5.249 0.0860
H 2.040 1.603 6.471 0.0396
H 3.338 2.483 5.627 0.0303
H 0.548 1.234 2.178 -0.0864
H 0.102 0.656 4.572 -0.0693
H 0.231 3.793 2.869 -0.0061
H 1.472 4.181 4.116 0.0130
H -0.276 2.684 5.612 0.0027
H -1.373 5.289 5.808 0.0220
H 0.318 5.549 5.356 0.0610
H -0.132 4.599 6.806 0.0659
H 0.530 -2.229 3.651 0.0494
H 0.207 -1.450 2.104 0.0260
H 1.381 -2.784 2.188 0.0388
H 3.672 -1.256 1.813 0.0679
H 3.607 4.283 3.361 -0.0050
H 3.384 4.595 1.617 0.0246
H 4.944 4.055 2.242 0.0082
H 2.976 0.966 0.092 -0.0066
H 3.842 2.459 -0.271 0.0173
H 2.103 2.499 0.066 0.0201
C 0.456 -4.185 -4.068 -0.0944
C 0.452 -2.915 -3.228 -0.2772
N 0.072 -3.151 -1.849 -0.1939
C -0.237 -1.933 -1.116 -0.2382
C 0.884 -0.914 -0.902 -0.0841
C 0.868 -4.135 -1.133 -0.2439
C 2.382 -3.912 -1.044 -0.0782
H -0.498 -4.707 -3.976 0.0763
H 0.608 -3.933 -5.119 0.0686
H 1.254 -4.868 -3.777 0.0619
H -0.279 -2.219 -3.649 0.1046
H 1.435 -2.424 -3.327 0.1026
H -0.651 -2.212 -0.144 0.1091
H -1.054 -1.431 -1.646 0.0911
H 1.604 -1.256 -0.158 0.0427
H 0.463 0.019 -0.523 0.0702
H 1.416 -0.686 -1.828 0.0700
H 0.696 -5.110 -1.598 0.0983
H 0.455 -4.224 -0.125 0.1123
H 2.813 -3.658 -2.015 0.0643
H 2.866 -4.828 -0.699 0.0710
H 2.642 -3.125 -0.338 0.0488
C -4.327 -2.213 -3.644 -0.0849
C -4.564 -1.088 -4.640 -0.2776
N -4.705 0.211 -4.005 -0.2014
C -5.227 1.237 -4.887 -0.2562
C -4.388 1.643 -6.105 -0.0889
C -3.600 0.604 -3.144 -0.2382
C -2.196 0.644 -3.757 -0.0789
H -5.094 -2.207 -2.869 0.0809
H -4.368 -3.175 -4.158 0.0711
H -3.350 -2.144 -3.164 0.0562
H -5.495 -1.285 -5.180 0.1144
H -3.760 -1.111 -5.395 0.1002
H -5.435 2.126 -4.285 0.1106
H -6.202 0.890 -5.244 0.1066
H -3.516 2.232 -5.824 0.0543
H -4.992 2.260 -6.775 0.0665
H -4.050 0.775 -6.673 0.0641
H -3.576 -0.082 -2.295 0.1017
H -3.839 1.577 -2.709 0.1167
H -1.980 -0.258 -4.333 0.0583
H -1.459 0.705 -2.954 0.0668
H -2.043 1.509 -4.402 0.0553
```

The calculation puts the gap between HOMO and LUMO at 0.22650 Eh. The value obtained for the energy above the lowest of the compared OMol25 structures with the same formula, charge and spin is 0.000 eV. As for the charge: -1.

(2)
This record from OMol25 describes a structure of composition C21H54F9N9O12P3S3Zr. The level of theory is ωB97M-V/def2-TZVPD.

Structure (XYZ):
```
112
Properties=species:S:1:pos:R:3:lowdin_charge:R:1
Zr 0.601 -0.861 -1.119 1.9497
C -1.166 -1.287 -5.010 -0.6536
F -2.158 -0.546 -5.488 0.1653
F -1.671 -2.333 -4.384 0.1714
F -0.336 -1.629 -5.981 0.1801
S -0.235 -0.182 -3.827 0.6271
O 1.049 -0.737 -3.342 -0.3774
O -0.260 1.115 -4.416 -0.2106
O -0.948 -0.184 -2.521 -0.4497
C 4.280 -0.947 -3.172 -0.6475
F 4.209 -2.103 -3.802 0.1885
F 5.528 -0.514 -3.009 0.1653
F 3.635 -0.021 -3.865 0.1567
S 3.500 -1.060 -1.481 0.6308
O 4.492 -1.251 -0.480 -0.2232
O 2.723 0.181 -1.264 -0.4011
O 2.365 -2.011 -1.531 -0.4356
C 1.311 -5.087 -1.303 -0.6615
F 1.301 -6.024 -0.374 0.1736
F 2.525 -4.548 -1.317 0.1438
F 1.010 -5.584 -2.489 0.1835
S 0.033 -3.812 -0.842 0.6105
O -1.144 -4.559 -0.546 -0.2383
O 0.452 -2.891 0.225 -0.4115
O -0.152 -2.828 -1.946 -0.4057
O 0.425 1.305 -0.850 -0.3614
P 0.182 2.782 -0.965 0.5853
N -1.365 3.292 -1.231 -0.2729
C -2.323 2.533 -2.001 -0.0799
C -1.892 4.544 -0.685 -0.1011
N 0.922 3.345 -2.334 -0.2647
C 2.240 2.828 -2.722 -0.0941
C 0.697 4.705 -2.768 -0.0940
N 0.681 3.644 0.327 -0.2818
C 2.037 4.156 0.450 -0.0767
C -0.055 3.660 1.597 -0.0715
H -2.974 1.903 -1.380 0.0543
H -1.790 1.823 -2.631 0.0512
H -2.972 3.176 -2.593 0.1012
H -2.479 5.028 -1.466 0.0932
H -1.089 5.264 -0.508 0.0822
H -2.404 4.430 0.272 0.0663
H 3.101 3.358 -2.299 0.0878
H 2.254 1.751 -2.659 0.0370
H 2.358 3.046 -3.791 0.0943
H 1.291 4.907 -3.660 0.0898
H -0.354 4.845 -3.016 0.0831
H 1.020 5.521 -2.104 0.0870
H 2.472 3.900 1.419 0.0804
H 2.670 3.703 -0.307 0.0629
H 2.053 5.248 0.393 0.0939
H -1.127 3.593 1.469 0.0415
H 0.175 4.578 2.139 0.1022
H 0.335 2.827 2.185 0.0685
O -1.348 -1.012 -0.014 -0.3605
P -2.840 -1.022 0.137 0.5640
N -3.257 -2.102 1.298 -0.2741
C -2.360 -3.131 1.843 -0.0861
C -4.656 -2.410 1.512 -0.1093
N -3.634 -1.514 -1.211 -0.2722
C -4.136 -0.572 -2.236 -0.0646
C -3.656 -2.925 -1.615 -0.0617
N -3.495 0.437 0.491 -0.2814
C -2.718 1.343 1.321 -0.1083
C -4.935 0.705 0.572 -0.0776
H -1.349 -2.750 1.882 0.0533
H -2.392 -3.991 1.167 0.0650
H -2.707 -3.541 2.792 0.0942
H -4.823 -3.472 1.699 0.0933
H -5.289 -2.103 0.680 0.0758
H -5.022 -1.904 2.413 0.0874
H -4.071 -1.075 -3.195 0.0867
H -5.160 -0.268 -2.014 0.0750
H -3.530 0.328 -2.180 0.0430
H -4.584 -3.104 -2.160 0.0975
H -2.789 -3.135 -2.238 0.0676
H -3.686 -3.566 -0.738 0.0722
H -1.662 1.227 1.056 0.0509
H -2.942 2.387 1.096 0.0705
H -2.811 1.132 2.392 0.0974
H -5.359 0.475 1.551 0.0897
H -5.460 0.103 -0.164 0.0581
H -5.073 1.750 0.292 0.0943
O 1.270 -0.616 0.907 -0.3697
P 1.959 -0.705 2.234 0.5803
N 0.971 -0.890 3.512 -0.2831
C 1.431 -1.429 4.770 -0.0831
C -0.421 -0.504 3.459 -0.0893
N 2.924 0.575 2.571 -0.2841
C 4.023 0.938 1.695 -0.0906
C 2.681 1.467 3.703 -0.0712
N 3.052 -1.937 2.311 -0.2768
C 2.745 -3.258 1.805 -0.0824
C 4.346 -1.822 2.924 -0.1253
H 2.511 -1.545 4.744 0.0730
H 1.006 -2.426 4.923 0.0985
H 1.135 -0.811 5.620 0.0919
H -0.694 0.114 2.610 0.0500
H -0.656 0.147 4.319 0.0951
H -1.103 -1.342 3.593 0.0795
H 4.831 1.376 2.287 0.0945
H 4.433 0.088 1.161 0.0477
H 3.755 1.711 0.970 0.0761
H 1.892 2.187 3.526 0.0608
H 2.566 0.891 4.622 0.0726
H 3.619 1.989 3.907 0.0899
H 3.260 -3.477 0.864 0.0816
H 3.207 -3.989 2.482 0.0939
H 1.682 -3.439 1.774 0.0658
H 5.161 -1.957 2.192 0.0951
H 4.625 -2.679 3.560 0.0924
H 4.500 -0.938 3.530 0.0819
```

The calculation puts the gap between HOMO and LUMO at 0.35439 Eh. The value obtained for the energy above the lowest of the compared OMol25 structures with the same formula, charge and spin is 0.000 eV. As for the charge: +1.

Number 1: total energy -1737.31296 Ha. Number 2: total energy -5392.95277 Ha.